DFT (ωB97M-V/def2-TZVPD) results for a single C4H7F3 molecule at a distorted geometry.

Last columns: bonded neighbours and bond lengths (Å).
Geometry (Å):
1 C -1.46 0.03 0.01  C3 1.524, H8 1.088, H9 1.087, H10 1.088
2 C 0.72 1.16 -0.61  C3 1.517, H11 1.088, H12 1.087, H13 1.087
3 C -0.01 0.29 0.39  C1 1.524, C2 1.517, C4 1.675, H14 1.090
4 C 0.71 -1.22 0.41  C3 1.675, F5 1.334, F6 1.334, F7 1.339
5 F 0.15 -2.00 1.34  C4 1.334
6 F 0.60 -1.83 -0.77  C4 1.334
7 F 2.01 -1.12 0.70  C4 1.339
8 H -1.50 -0.49 -0.95  C1 1.088
9 H -2.01 0.96 -0.08  C1 1.087
10 H -1.95 -0.59 0.75  C1 1.088
11 H 0.84 0.63 -1.55  C2 1.088
12 H 1.70 1.45 -0.24  C2 1.087
13 H 0.14 2.06 -0.80  C2 1.087
14 H 0.07 0.67 1.41  C3 1.090

Summary:
ΔE to the lowest compared entry with this formula, charge and spin (kJ/mol): 7.19
Max |F| (eV Å⁻¹): 3.1
Kohn-Sham gap (Eh): 0.4657
SMILES: CC(C)C(F)(F)F
Lowest unoccupied orbital energy (hartree): 0.0389
HOMO (eV): -11.6